{"formula": "CH2N2O", "method": "ωB97M-V with the def2-TZVPD basis set", "spin_multiplicity": 1, "homo_ha": -0.3913, "e_tot_ev": -6093.251, "smiles": "OC1N=N1", "symbols": ["O", "N", "N", "C", "H", "H"], "positions_angstrom": [[0.94, 0.91, -0.25], [-1.04, -0.98, 0.80], [-1.44, -0.06, 0.05], [-0.08, -0.35, -0.15], [1.31, 1.28, 0.55], [0.30, -0.80, -1.00]], "mulliken_charge": [-0.531, -0.166, -0.124, 0.218, 0.297, 0.306]}



{"formula": "C20H25N3O3S2", "method": "ωB97M-V with the def2-TZVPD basis set", "spin_multiplicity": 1, "homo_ha": -0.2922, "e_tot_ev": -53428.716, "smiles": "CCOc1ccc(S(=O)(=O)N2CCN(C(=S)NCc3ccccc3)CC2)cc1", "symbols": ["S", "S", "O", "O", "O", "N", "N", "N", "C", "C", "C", "C", "C", "C", "C", "C", "C", "C", "C", "C", "C", "C", "C", "C", "C", "C", "C", "C", "H", "H", "H", "H", "H", "H", "H", "H", "H", "H", "H", "H", "H", "H", "H", "H", "H", "H", "H", "H", "H", "H", "H", "H", "H"], "positions_angstrom": [[-1.52, 1.62, 0.49], [2.51, -2.30, -0.17], [-0.80, 0.93, 1.52], [-1.52, 3.06, 0.52], [-7.06, -0.34, 0.05], [1.61, 0.06, -0.91], [-0.98, 1.18, -1.05], [3.27, 0.06, 0.70], [8.15, 0.31, -0.23], [-4.87, -0.55, 1.11], [-5.36, 1.12, -0.56], [-4.08, 1.61, -0.46], [-3.58, -0.06, 1.20], [0.16, 1.96, -1.49], [-7.57, -1.48, 0.73], [-5.78, 0.03, 0.22], [1.44, 1.50, -0.77], [6.61, 0.53, 1.59], [0.60, -0.61, -1.70], [7.23, -0.46, -0.92], [-7.13, -2.79, 0.09], [4.32, -0.53, 1.50], [-0.80, -0.26, -1.18], [-3.19, 1.01, 0.42], [5.68, -0.24, 0.91], [7.84, 0.80, 1.03], [6.00, -0.73, -0.35], [2.45, -0.64, -0.12], [9.12, 0.53, -0.67], [-8.66, -1.37, 0.64], [-0.93, -0.71, -0.19], [4.14, -1.61, 1.51], [-6.05, -2.90, 0.14], [0.77, -1.69, -1.61], [-6.08, 1.57, -1.22], [0.70, -0.32, -2.75], [6.37, 0.91, 2.57], [-1.56, -0.66, -1.85], [-3.75, 2.45, -1.05], [8.56, 1.40, 1.57], [-2.86, -0.49, 1.88], [-7.59, -3.62, 0.61], [5.28, -1.34, -0.88], [-7.43, -2.81, -0.96], [1.32, 1.76, 0.29], [-5.15, -1.39, 1.73], [0.26, 1.87, -2.57], [-7.31, -1.45, 1.79], [-0.06, 2.99, -1.23], [7.47, -0.84, -1.90], [4.25, -0.14, 2.52], [3.28, 1.06, 0.63], [2.30, 2.03, -1.19]], "mulliken_charge": [1.467, -0.503, -0.648, -0.816, -0.443, 0.217, 0.156, -0.116, -0.411, -0.266, -0.843, -0.449, -0.596, -1.451, -0.421, 0.831, -0.562, -0.424, -1.405, -0.591, -1.025, -1.418, -0.422, -0.330, 0.748, -0.515, -0.190, 0.595, 0.373, 0.312, 0.478, 0.443, 0.344, 0.473, 0.420, 0.320, 0.321, 0.270, 0.435, 0.369, 0.521, 0.351, 0.373, 0.303, 0.528, 0.374, 0.445, 0.342, 0.447, 0.383, 0.430, 0.255, 0.520]}



{"formula": "C21H30NO", "method": "ωB97M-V with the def2-TZVPD basis set", "spin_multiplicity": 1, "charge": 1, "homo_ha": -0.4018, "e_tot_ev": -25795.750, "smiles": "CC[C@H](C)[NH2+]CCOc1ccc(C(C)(C)c2ccccc2)cc1", "symbols": ["O", "N", "C", "C", "C", "C", "C", "C", "C", "C", "C", "C", "C", "C", "C", "C", "C", "C", "C", "C", "C", "C", "C", "H", "H", "H", "H", "H", "H", "H", "H", "H", "H", "H", "H", "H", "H", "H", "H", "H", "H", "H", "H", "H", "H", "H", "H", "H", "H", "H", "H", "H", "H"], "positions_angstrom": [[-1.98, 2.19, -0.35], [-3.63, 0.22, -0.06], [3.17, -2.70, 0.29], [-3.15, 0.41, -1.44], [4.33, 2.05, -0.55], [1.47, 0.97, -0.98], [2.98, -1.35, 0.55], [-3.75, -1.03, 2.04], [5.05, -2.15, -1.08], [-0.61, 1.89, -0.26], [3.82, -0.39, 0.00], [-2.67, 1.87, -1.53], [2.10, 1.37, 0.20], [-5.94, -1.67, -0.14], [0.00, 2.30, 0.92], [4.86, -0.81, -0.81], [1.34, 2.04, 1.14], [-4.47, -2.11, -0.17], [4.07, 1.27, 1.80], [0.13, 1.22, -1.22], [3.58, 1.07, 0.36], [-3.51, -1.15, 0.54], [4.21, -3.10, -0.53], [-3.92, 0.19, -2.18], [-2.08, 2.04, -2.43], [-3.68, -2.01, 2.50], [-3.53, 2.55, -1.55], [4.03, 2.32, 2.09], [5.87, -2.46, -1.72], [-6.30, -1.53, 0.87], [-4.74, -0.63, 2.26], [-4.61, 0.51, 0.03], [3.48, 0.68, 2.50], [5.10, 0.94, 1.87], [1.78, 2.38, 2.06], [-2.48, -1.48, 0.37], [-2.30, -0.27, -1.60], [-4.39, -3.08, 0.32], [-0.30, 0.90, -2.15], [2.51, -3.43, 0.73], [2.17, -1.05, 1.20], [4.11, 1.87, -1.60], [4.36, -4.15, -0.74], [-6.11, -0.76, -0.72], [-0.59, 2.84, 1.65], [2.04, 0.44, -1.73], [4.02, 3.07, -0.31], [5.40, 1.98, -0.39], [-4.15, -2.24, -1.20], [-6.54, -2.45, -0.59], [5.53, -0.09, -1.25], [-3.01, -0.39, 2.50], [-3.05, 0.90, 0.48]], "mulliken_charge": [-0.643, -0.125, -0.892, -0.604, -2.116, -0.538, 0.050, -1.473, -0.814, 0.956, -0.405, -0.908, -0.480, -1.236, -1.067, -0.107, -0.096, -0.473, -2.126, -0.834, 2.788, -0.003, -0.420, 0.448, 0.413, 0.404, 0.446, 0.469, 0.401, 0.320, 0.386, 0.526, 0.462, 0.419, 0.437, 0.278, 0.448, 0.439, 0.451, 0.387, 0.399, 0.459, 0.405, 0.330, 0.459, 0.479, 0.423, 0.477, 0.341, 0.399, 0.360, 0.455, 0.448]}



Looking at HOMO-LUMO gap for the records above, in order, we have 10.547; 8.531; 8.429 eV.
Looking at energy relative to the best compared isomer or geometry (same formula, charge and spin) for the records above, in order, we have 3.761; 0.910; 0.560 eV.